Entry 1:
11
Properties=species:S:1:pos:R:3:forces:R:3:nbo_charge:R:1 method="wB97M-V/def2-TZVPD" energy_ev=-9793.5157 smiles="C=COC=C=N[O-]" fmax_ev_per_a=4.41 homo_lumo_gap_ev=6.429 total_charge=-1 e_lumo_ev=3.953
C -1.17474 1.11437 -1.13237 2.3 -2.9 -1.0 -0.567
C -0.37258 0.10467 -1.48654 -0.2 1.7 0.7 0.202
O 0.78340 -0.17405 -0.91057 0.8 -2.0 -0.7 -0.520
C 0.99049 0.10139 0.44627 0.7 1.7 0.0 -0.199
C 0.89121 -0.81861 1.39790 -0.6 -0.1 0.4 0.126
N 0.39322 -1.49170 2.29527 0.3 -1.0 1.3 -0.061
O 0.74884 -2.43656 3.17573 -0.1 1.4 -1.7 -0.663
H -2.05200 1.23972 -1.57096 -3.7 0.4 -2.4 0.174
H -1.04945 1.69285 -0.32963 1.0 1.9 3.2 0.193
H -0.50793 -0.48164 -2.36051 -0.4 -0.5 -0.7 0.157
H 1.34954 1.14956 0.47539 -0.1 -0.8 0.9 0.157

=====

Entry 2:
47
Properties=species:S:1:pos:R:3:forces:R:3:nbo_charge:R:1 method="wB97M-V/def2-TZVPD" energy_ev=-74313.7392 fmax_ev_per_a=1.23 homo_lumo_gap_ev=8.703 total_charge=+1 e_lumo_ev=-4.279
C 1.03822 1.95634 -0.95486 -0.1 -0.1 -0.3 -0.216
C 0.72609 1.68779 -2.22278 0.2 -0.1 0.3 -0.569
P -0.80119 0.87657 -2.64415 0.0 -0.2 -0.1 0.413
P -1.04939 -0.98293 -1.46122 -0.1 -0.7 1.0 1.261
O -1.56095 -0.67437 -0.10498 0.1 0.5 -0.1 -1.071
P -2.43354 2.31055 -2.18974 0.0 0.0 0.0 2.223
O -2.02908 3.53500 -2.84716 -0.1 0.1 0.0 -1.003
O -3.66904 1.47742 -2.70222 0.1 0.0 0.2 -0.991
O -2.44542 2.33431 -0.63111 0.1 -0.1 0.0 -0.981
H 1.88344 2.58742 -0.72439 0.2 -0.2 0.0 0.247
H 0.47054 1.57119 -0.11627 -0.2 0.2 0.0 0.214
H 1.35357 1.95934 -3.06092 -0.1 0.3 0.0 0.279
H -0.79067 0.55739 -4.00551 0.0 0.0 -0.1 0.100
H -1.86874 -1.88165 -2.16287 0.1 0.2 -0.5 -0.011
H 0.23620 -1.54952 -1.47709 0.1 0.1 -0.3 -0.014
H -4.51025 1.95862 -2.70419 -0.2 0.0 -0.1 0.548
H -2.83405 1.57237 -0.15983 -0.1 0.0 0.1 0.557
C -5.67237 -0.12334 2.47237 0.1 0.0 -0.1 -0.129
C -4.88783 1.14089 2.17446 -0.1 0.1 0.0 0.444
O -5.81309 1.92671 1.48230 -0.1 0.2 0.1 -0.507
C -7.08221 1.54222 1.86809 0.1 -0.1 -0.1 0.966
O -8.06073 2.15028 1.63240 0.0 0.0 -0.1 -0.515
O -7.00358 0.37789 2.55218 -0.1 0.0 0.0 -0.472
F -3.81664 0.91028 1.33956 0.0 -0.2 0.0 -0.367
H -5.59511 -0.82143 1.63623 0.1 0.0 0.0 0.201
H -5.39572 -0.61533 3.39924 -0.1 0.1 0.1 0.221
H -4.51833 1.67731 3.04887 0.1 0.0 0.0 0.169
C 0.96793 -2.20108 2.58183 -0.1 0.0 0.0 -0.131
C 0.69288 -0.72591 2.82012 -0.1 -0.3 0.1 0.444
O 1.88104 -0.11989 2.34479 -0.1 0.2 -0.1 -0.489
C 2.40756 -0.93044 1.39919 0.1 0.0 -0.2 0.974
O 3.22632 -0.59142 0.60625 0.0 0.0 0.0 -0.589
O 1.83853 -2.15314 1.43875 -0.1 0.1 0.1 -0.483
F 0.51670 -0.44494 4.12554 0.1 0.1 0.0 -0.312
H 1.49085 -2.63661 3.43307 0.0 0.0 0.0 0.219
H 0.07511 -2.77442 2.35368 0.1 0.0 -0.1 0.215
H -0.15011 -0.32625 2.25144 -0.1 0.0 0.1 0.158
C 6.49765 -0.49720 -1.28719 -0.1 0.1 -0.1 -0.129
C 5.39244 -1.44018 -1.72355 0.1 0.0 0.1 0.435
O 6.10447 -2.60956 -2.05046 -0.1 -0.1 0.1 -0.498
C 7.26272 -2.62490 -1.32193 0.0 0.1 -0.1 0.967
O 7.96188 -3.56580 -1.18854 0.0 0.0 0.0 -0.536
O 7.46862 -1.40418 -0.77029 0.1 0.0 0.0 -0.482
F 4.72888 -0.99164 -2.82659 0.0 0.0 -0.1 -0.341
H 6.90867 0.02678 -2.15245 0.0 0.0 0.0 0.201
H 6.19822 0.21130 -0.52108 0.0 -0.1 0.1 0.212
H 4.65953 -1.66180 -0.94894 -0.1 0.1 -0.1 0.170

=====

Entry 3:
13
Properties=species:S:1:pos:R:3:forces:R:3:nbo_charge:R:1 method="wB97M-V/def2-TZVPD" energy_ev=-6785.9992 smiles="C#CC/N=C/C" fmax_ev_per_a=0.47 homo_lumo_gap_ev=10.997 total_charge=0 e_lumo_ev=1.165
C 3.03983 -0.02946 -0.13792 -0.3 0.2 -0.1 -0.230
C 2.02005 0.58077 -0.32418 0.4 -0.2 0.0 -0.015
C 0.70904 1.23024 -0.46883 0.1 0.1 -0.1 -0.316
N -0.18917 0.59780 0.48890 -0.3 -0.3 -0.2 -0.395
C -1.07551 -0.17372 0.01863 0.1 0.1 0.1 0.140
C -1.91708 -1.02426 0.91761 0.0 0.0 0.1 -0.666
H 3.93766 -0.57808 0.04369 -0.1 0.1 -0.1 0.235
H 0.79502 2.29762 -0.23581 0.0 -0.2 0.0 0.228
H 0.36084 1.14148 -1.51239 0.1 0.0 0.2 0.196
H -1.22729 -0.28958 -1.06799 0.1 0.0 0.1 0.141
H -1.57706 -0.90306 1.94837 -0.1 0.0 -0.1 0.234
H -2.98133 -0.77556 0.84800 0.1 0.0 0.0 0.224
H -1.80568 -2.07496 0.62433 0.0 0.1 0.0 0.224

=====

Entry 4:
17
Properties=species:S:1:pos:R:3:forces:R:3:nbo_charge:R:1 method="wB97M-V/def2-TZVPD" energy_ev=-6849.4971 fmax_ev_per_a=0.40 homo_lumo_gap_ev=8.332 total_charge=0 e_lumo_ev=-0.023
C 2.54753 -0.40377 0.97363 0.1 0.0 0.2 -0.585
C 1.68678 -0.40166 -0.30304 -0.1 0.0 0.0 -0.582
C 0.27182 -0.50042 0.13029 0.1 0.3 -0.2 0.177
C -0.53778 0.69541 -0.21080 0.1 0.0 0.0 -0.423
N -1.89060 0.30601 -0.61238 0.0 -0.2 0.0 -0.591
C -2.77615 0.10704 0.52477 -0.2 0.0 0.1 -0.420
H 2.29330 0.44441 1.61787 0.1 -0.1 -0.1 0.203
H 2.38673 -1.32328 1.54145 0.0 0.1 -0.1 0.223
H 3.60504 -0.32010 0.70896 -0.1 0.0 0.0 0.217
H 1.94161 0.46341 -0.94096 -0.1 -0.1 0.1 0.174
H 1.92275 -1.31858 -0.86342 0.0 0.1 0.1 0.247
H -1.79558 -0.58752 -1.08924 -0.1 0.2 0.0 0.353
H -0.10312 1.37290 -0.96836 0.0 -0.2 0.0 0.186
H -0.58806 1.28454 0.72426 0.1 -0.1 -0.1 0.249
H -3.65696 -0.45467 0.20016 0.1 0.1 0.1 0.201
H -3.11386 1.08481 0.88908 0.1 -0.1 0.0 0.188
H -2.30062 -0.43735 1.35661 -0.1 0.0 -0.1 0.184

=====

Entry 5:
27
Properties=species:S:1:pos:R:3:forces:R:3:nbo_charge:R:1 method="wB97M-V/def2-TZVPD" energy_ev=-13138.0307 smiles=Cc1c[nH]c2ccccc12.CC fmax_ev_per_a=8.68 homo_lumo_gap_ev=8.674 total_charge=0 e_lumo_ev=0.952
C -1.41287 -2.41510 -1.42997 2.8 2.5 -0.8 -0.631
C -1.46904 -1.21191 -0.47831 -3.5 1.1 -1.5 -0.052
C -2.26967 -0.05663 -0.76991 1.5 0.0 1.8 -0.057
N -2.17561 0.86165 0.33876 0.1 -1.4 0.9 -0.555
C -1.45107 0.21250 1.32139 1.4 -1.4 0.5 0.138
C -0.89405 0.70684 2.50910 0.5 -0.7 1.1 -0.239
C -0.01248 -0.13953 3.19674 1.2 -0.7 0.2 -0.230
C 0.26078 -1.47765 2.78543 -0.1 -0.6 -1.8 -0.220
C -0.09892 -1.97612 1.51635 -3.6 7.1 3.5 -0.188
C -1.03699 -1.09018 0.86758 1.4 -0.4 -1.0 -0.094
H -2.11259 -3.16297 -1.43690 -2.7 -1.2 0.7 0.219
H -0.51260 -3.06701 -1.32470 0.0 1.1 -0.2 0.212
H -1.47581 -1.91192 -2.42722 0.5 -0.9 0.4 0.220
H -2.67964 0.44521 -1.64037 -0.1 -0.9 -0.2 0.215
H -2.89281 1.44149 0.79711 0.1 -0.2 -1.5 0.413
H -1.13843 1.65081 3.00112 0.2 0.0 -0.7 0.220
H 0.76600 0.20920 3.93199 -1.7 0.0 -0.2 0.221
H 0.78467 -2.24048 3.34388 0.7 0.7 0.7 0.206
H 0.31288 -2.81236 1.21150 1.4 -4.1 -1.9 0.203
C 1.79202 1.46256 -1.80573 1.8 2.8 0.0 -0.609
C 3.04270 2.52818 -1.99731 -1.5 -0.7 0.2 -0.616
H 1.02042 2.04979 -1.28413 0.0 -1.0 0.0 0.210
H 1.46640 1.16157 -2.80035 -0.1 -0.2 0.2 0.202
H 2.27516 0.66427 -1.25963 -0.8 -0.4 0.3 0.206
H 2.90054 2.95429 -3.01093 0.6 0.0 0.7 0.201
H 3.11136 3.37205 -1.21970 -0.2 -1.5 -1.1 0.205
H 3.89964 1.84144 -1.93577 0.2 0.9 -0.3 0.200

=====

Entry 6:
18
Properties=species:S:1:pos:R:3:forces:R:3:nbo_charge:R:1 method="wB97M-V/def2-TZVPD" energy_ev=-8898.3219 smiles=COC1CN(C)C1 fmax_ev_per_a=2.41 homo_lumo_gap_ev=8.560 total_charge=0 e_lumo_ev=1.014
C -1.16577 0.77306 2.38095 -0.2 0.2 0.2 -0.250
O -0.46908 -0.25664 1.72528 0.0 -0.1 0.0 -0.523
C -0.78460 -0.35210 0.36692 -0.3 -0.2 -0.1 0.107
C -0.12792 0.72520 -0.54633 -0.3 0.1 0.0 -0.226
N 0.69184 -0.32527 -1.02297 0.0 0.1 -0.6 -0.452
C 1.73508 -0.14048 -1.95881 -0.2 -0.2 0.0 -0.422
C 0.11176 -1.40500 -0.33941 -0.4 -0.5 0.2 -0.193
H -0.85531 0.75495 3.42841 -0.1 0.0 -0.2 0.195
H -2.25482 0.61962 2.32835 0.1 0.0 0.0 0.164
H -0.93417 1.76351 1.96070 0.0 -0.2 0.0 0.166
H -1.86156 -0.47579 0.20659 0.0 0.0 0.2 0.164
H -0.76877 1.12835 -1.34983 -0.2 0.2 0.3 0.159
H 0.37124 1.57881 -0.03795 -0.1 -0.4 0.0 0.169
H 2.37340 0.37151 -1.23753 1.4 1.0 -1.7 0.209
H 1.31404 0.33842 -2.88823 0.9 0.3 0.9 0.187
H 2.22879 -1.05105 -2.31771 -0.2 -0.1 0.5 0.205
H 0.77922 -1.95841 0.34191 -0.2 0.0 0.0 0.178
H -0.38336 -2.08869 -1.04034 -0.3 -0.4 0.4 0.162

=====

Entry 7:
26
Properties=species:S:1:pos:R:3:forces:R:3:nbo_charge:R:1 method="wB97M-V/def2-TZVPD" energy_ev=-20521.6759 smiles="C[Si](C)(C)C(=O)c1ccccc1" fmax_ev_per_a=4.59 homo_lumo_gap_ev=9.527 total_charge=0 e_lumo_ev=0.799
C -0.79949 -1.48815 0.78590 -0.6 -1.5 2.7 -1.122
Si -0.17055 0.03593 1.61668 -1.4 0.4 0.8 1.520
C -1.65917 1.25582 1.78462 -0.5 -1.3 0.5 -1.080
C 0.58793 -0.09249 3.28893 0.6 -1.1 0.7 -1.128
C 1.18644 0.52054 0.46282 -1.4 0.4 -0.7 0.208
O 2.18148 1.05148 0.85716 1.8 0.5 0.0 -0.506
C 0.83501 0.23190 -0.96756 1.2 1.1 -0.1 -0.140
C -0.09215 1.08227 -1.56512 0.1 -1.6 -0.5 -0.206
C -0.43962 0.84045 -2.87536 0.1 -0.1 -0.2 -0.199
C 0.30016 -0.11251 -3.59947 -0.1 -0.1 1.4 -0.205
C 1.22610 -0.99554 -3.03985 -2.0 3.2 2.6 -0.181
C 1.46089 -0.77255 -1.65205 -0.9 0.1 -2.9 -0.195
H -0.11729 -2.14337 0.26404 0.3 0.1 -0.1 0.248
H -1.58268 -1.15566 0.14291 -0.7 -0.1 -0.6 0.244
H -1.24102 -2.10846 1.66049 0.3 0.7 -1.5 0.235
H -2.31091 0.94054 2.67651 1.0 0.4 -1.2 0.242
H -1.29083 2.24902 1.95740 0.1 0.6 0.2 0.237
H -2.32080 1.28279 0.90392 0.3 -0.1 0.2 0.233
H 0.86564 0.86990 3.70168 -0.3 0.4 0.1 0.255
H -0.09625 -0.63239 3.97325 0.4 0.4 -0.1 0.238
H 1.55807 -0.63235 3.28970 -0.6 0.0 -0.2 0.250
H -0.59427 1.78309 -0.96770 -0.7 1.0 0.6 0.213
H -1.33060 1.33285 -3.30217 0.9 -0.1 -0.1 0.219
H 0.10305 -0.18657 -4.60516 -0.6 -0.4 -2.3 0.201
H 1.59307 -1.78241 -3.59828 1.1 -1.4 -0.9 0.214
H 2.14782 -1.37413 -1.19329 1.7 -1.5 1.4 0.206

=====

Entry 8:
56
Properties=species:S:1:pos:R:3:forces:R:3:nbo_charge:R:1 method="wB97M-V/def2-TZVPD" energy_ev=-208218.4607 fmax_ev_per_a=9.75 homo_lumo_gap_ev=8.358 total_charge=+1 e_lumo_ev=-3.757
C -0.65402 3.17987 -2.99642 1.4 0.3 0.7 -0.632
C 0.52776 2.02623 -2.74265 -0.9 0.3 0.9 -0.419
C -0.09965 0.50270 -2.86137 -0.1 0.1 -0.1 -0.283
C 0.42886 -0.34865 -4.16044 -0.6 -0.4 0.1 -0.637
C 0.06017 -0.29469 -1.43543 -2.8 0.5 1.2 0.198
C -1.23906 -0.29386 -0.43159 6.5 -2.4 -0.9 -0.075
N -0.72415 -1.15443 0.74027 3.7 0.9 -4.3 -0.542
C 0.72967 -1.56826 0.42983 -1.1 1.3 -1.7 0.218
N 1.27269 -1.04290 -0.91580 -7.8 0.7 5.8 -0.221
N 2.51652 -1.26082 -1.48710 1.0 3.6 -2.0 -0.347
C 3.20943 -0.09407 -1.69637 -0.1 -0.5 0.0 0.462
C 4.08565 0.02793 -3.11445 0.2 -1.2 2.0 -0.705
C 3.30949 1.18506 -0.67563 0.3 0.1 -1.0 -0.742
H -0.81143 3.43333 -4.12795 0.1 -0.7 2.3 0.236
H -0.25541 4.15897 -2.46110 -0.9 -1.9 -1.2 0.224
H -1.61930 2.84515 -2.42587 1.8 0.7 -1.4 0.211
H 0.84091 2.17207 -1.60093 -0.5 -0.3 -2.6 0.210
H 1.44695 2.18803 -3.45189 -1.8 -0.4 1.4 0.218
H -1.27262 0.65523 -3.02296 2.5 -0.6 0.6 0.252
H 1.58855 -0.28396 -4.32688 -2.3 -0.2 0.5 0.214
H 0.07510 -1.47653 -3.99373 1.0 2.4 -0.6 0.230
H -0.10064 0.05189 -5.14138 1.1 -0.8 2.2 0.249
H -2.27562 0.22806 -0.58151 2.4 -1.4 0.6 0.296
H -1.27007 -1.42894 1.60917 1.3 0.4 -1.5 0.473
H 1.43400 -2.23483 1.09216 -1.9 1.7 -1.5 0.274
H 5.21855 -0.18889 -2.81039 -2.4 0.7 -0.9 0.271
H 3.70453 -0.83700 -3.80437 0.8 1.9 1.2 0.253
H 3.93725 1.10320 -3.56574 0.3 -2.2 1.0 0.259
H 3.01342 2.15415 -1.30068 0.5 -2.1 1.6 0.262
H 4.46193 1.33000 -0.39993 -2.5 -0.6 -0.7 0.275
H 2.71197 1.07421 0.32437 1.0 0.1 -2.1 0.254
C 5.27174 -3.77848 -1.49520 -0.1 -0.2 -0.2 -0.284
Cl 6.16729 -2.31669 -1.04717 -0.1 0.0 0.0 0.005
Cl 6.27607 -4.84117 -2.49602 -0.2 0.2 0.2 0.037
Cl 4.71197 -4.63338 -0.04762 0.0 0.2 -0.2 0.018
H 4.39705 -3.48099 -2.07921 0.3 -0.1 0.2 0.232
C 1.84935 -1.57663 4.60374 0.0 0.3 0.2 -0.281
Cl 2.83007 -0.18549 4.11129 -0.1 -0.2 0.0 0.023
Cl 0.27412 -1.04242 5.21437 1.2 -0.5 -0.3 0.032
Cl 1.64308 -2.70248 3.25113 0.1 -0.4 0.5 -0.003
H 2.37202 -2.09846 5.40944 -0.2 0.1 -0.3 0.246
C -3.26642 1.82101 -5.88192 -0.1 0.0 -0.1 -0.279
Cl -1.92489 2.80965 -6.48397 -0.2 -0.1 -0.1 0.024
Cl -2.79768 0.11376 -5.80989 -0.1 0.2 0.0 0.017
Cl -3.79205 2.38968 -4.28819 -0.1 -0.1 -0.2 0.016
H -4.10490 1.91886 -6.57620 0.3 0.0 0.2 0.243
C -3.16138 0.38652 7.37758 -0.2 0.2 0.3 -0.281
Cl -2.05929 -0.08468 6.07261 -1.0 0.4 0.3 -0.002
Cl -2.25531 0.75021 8.85622 -0.1 -0.1 -0.2 0.028
Cl -4.14268 1.77924 6.89075 0.3 -0.2 0.1 0.028
H -3.83160 -0.45233 7.58199 0.3 0.3 -0.1 0.239
C -7.72217 -0.12607 7.74891 -0.2 0.1 0.1 -0.279
Cl -6.33264 -0.81149 6.88929 -0.2 -0.2 0.0 -0.006
Cl -7.91403 1.59027 7.35268 0.1 -0.2 0.1 0.025
Cl -9.19941 -1.02353 7.35907 0.3 0.1 0.1 0.030
H -7.53971 -0.21317 8.82305 0.0 0.0 -0.4 0.235